[1]
The following is a DFT calculation (the ωB97M-V functional and the def2-TZVPD basis) of one molecule with the formula C5H2O.

Structure (XYZ):
```
8
Properties=species:S:1:pos:R:3:nbo_charge:R:1
C -1.26 0.41 1.08 -0.1130
C -1.56 -0.40 0.13 -0.0747
C -0.33 -1.30 0.18 -0.0384
C 0.53 -0.33 0.24 -0.0529
C 1.67 0.17 -0.54 0.3408
O 1.98 1.30 -0.83 -0.4715
H -1.49 0.62 2.12 0.2501
H 2.27 -0.71 -0.83 0.1597
```

Results
* Kohn-Sham gap: 8.652 eV
* E_HOMO: -9.499 eV
* E_LUMO: -0.85 eV
* SMILES: C#CC#CC=O


[2]
The following is a DFT calculation (the ωB97M-V functional and the def2-TZVPD basis) of an isolated ion of composition C5H2O5 and charge -2 in a non-equilibrium geometry.

Structure (XYZ):
```
12
Properties=species:S:1:pos:R:3:nbo_charge:R:1
C -0.24 -1.23 0.24 -0.5887
C -1.15 -0.14 0.24 0.2917
C -0.80 1.22 0.65 0.1095
C 1.64 1.05 -0.29 0.4768
C 1.14 -1.33 0.05 0.7252
O -2.40 -0.34 -0.01 -0.7963
O 2.54 1.88 -0.34 -0.7636
O 1.73 -2.44 -0.07 -0.7620
O 2.02 -0.25 -0.03 -0.5978
O -1.59 2.14 0.02 -0.7337
H -0.72 -2.20 0.12 0.1915
H -2.17 1.64 -0.59 0.4476
```

Results
* Kohn-Sham gap (alpha / beta): 5.597 / 5.599 eV
* E_HOMO (alpha / beta): 1.084 / 1.082 eV
* E_LUMO (alpha / beta): 6.68 / 6.68 eV
* total charge: -2


[3]
The following is a DFT calculation (the ωB97M-V functional and the def2-TZVPD basis) of one molecule with the formula C5H2OS in a non-equilibrium geometry.

Structure (XYZ):
```
9
Properties=species:S:1:pos:R:3:nbo_charge:R:1
C 0.63 0.47 0.00 -0.2087
C 1.45 -0.59 -0.01 -0.4168
C -0.77 0.06 0.02 -0.4963
C -0.98 -1.39 0.02 -0.3025
C -1.74 0.95 0.00 0.8853
O -2.61 1.71 -0.02 -0.3740
S 0.55 -2.09 -0.01 0.4489
H 0.94 1.50 0.00 0.2276
H 2.52 -0.61 0.00 0.2365
```

Results
* Kohn-Sham gap: 8.734 eV
* E_HOMO: -8.836 eV
* E_LUMO: -0.10 eV


[4]
The following is a DFT calculation (the ωB97M-V functional and the def2-TZVPD basis) of a 10-piece molecular cluster, C5H30N2O10 overall in a non-equilibrium geometry.

Structure (XYZ):
```
47
Properties=species:S:1:pos:R:3:nbo_charge:R:1
C 2.16 -1.23 0.59 -0.6587
C 2.38 -0.19 -0.49 -0.2251
N 1.08 0.19 -1.10 -0.3987
C 0.36 1.19 -0.24 -0.4353
C 0.30 -0.62 -1.82 0.6703
O -0.92 -0.44 -1.94 -0.7430
C 0.93 -1.92 -2.29 -0.3410
N 0.05 -2.56 -3.33 -0.8143
H 1.11 -1.43 0.80 0.2553
H 2.52 -2.17 0.11 0.2113
H 2.81 -0.99 1.41 0.2215
H 2.83 0.78 -0.20 0.2363
H 2.98 -0.51 -1.36 0.2037
H 0.50 0.90 0.80 0.2091
H 0.90 2.10 -0.47 0.2181
H -0.72 1.38 -0.38 0.2367
H 1.95 -1.83 -2.62 0.2182
H 0.95 -2.74 -1.52 0.2307
H 0.24 -2.00 -4.18 0.3479
H -0.93 -2.40 -3.14 0.3544
O 0.32 3.48 1.32 -0.9875
H 0.62 4.27 1.78 0.4837
H -0.65 3.44 1.33 0.5031
O -0.95 1.77 -4.40 -0.9386
H -0.50 1.09 -3.84 0.4723
H -1.85 1.41 -4.43 0.4661
O -0.11 -1.53 2.69 -0.9846
H -0.87 -2.04 2.36 0.4943
H -0.53 -0.69 2.93 0.4720
O 2.39 0.64 3.76 -0.9904
H 1.86 1.27 4.25 0.4900
H 2.00 -0.07 3.23 0.5015
O -2.72 2.99 1.67 -0.9635
H -2.84 3.69 1.00 0.4679
H -2.95 2.17 1.21 0.5003
O -2.57 -2.61 2.03 -0.9519
H -2.60 -2.59 1.06 0.4960
H -2.47 -3.57 2.14 0.4774
O 3.23 3.17 0.81 -0.9774
H 3.76 2.81 1.53 0.4823
H 2.30 2.95 0.85 0.4948
O -2.69 0.07 1.01 -0.9796
H -2.46 -0.41 0.21 0.4912
H -3.45 -0.28 1.49 0.4961
O -2.80 -2.38 -1.21 -0.9892
H -2.29 -1.57 -1.44 0.4985
H -2.65 -2.97 -1.95 0.4780
```

Results
* Kohn-Sham gap: 10.050 eV
* E_HOMO: -9.887 eV
* E_LUMO: 0.16 eV
* SMILES: CCN(C)C(=O)CN.O.O.O.O.O.O.O.O.O


[5]
The following is a DFT calculation (the ωB97M-V functional and the def2-TZVPD basis) of a 10-piece molecular cluster, C5H30N2O12 overall in a non-equilibrium geometry.

Structure (XYZ):
```
49
Properties=species:S:1:pos:R:3:nbo_charge:R:1
N 5.15 -3.69 27.51 -0.8365
C 4.06 -4.24 28.05 0.7422
N 3.75 -5.37 27.58 -0.8090
O 3.30 -3.66 28.74 -0.6778
H 5.49 -2.77 27.72 0.4111
H 5.72 -4.30 26.94 0.3800
H 4.13 -5.75 26.73 0.3816
H 2.90 -5.85 27.84 0.4072
O 6.46 -5.62 23.02 -0.7645
C 6.84 -4.71 21.93 -0.0910
C 5.67 -3.73 21.58 -0.0797
O 4.55 -4.34 20.99 -0.7142
H 7.16 -5.89 23.61 0.4840
H 7.64 -4.11 22.36 0.1703
H 7.26 -5.21 21.06 0.1772
H 6.01 -2.99 20.86 0.1826
H 5.35 -3.15 22.46 0.1640
H 4.37 -5.15 21.47 0.4716
O -0.43 -9.31 28.90 -0.7558
C 0.18 -10.28 29.74 -0.0895
C 1.23 -11.06 28.86 -0.0708
O 0.52 -11.63 27.78 -0.7245
H -0.59 -8.48 29.35 0.4869
H 0.65 -9.78 30.58 0.1679
H -0.60 -10.94 30.12 0.1716
H 1.67 -11.80 29.54 0.1705
H 2.05 -10.45 28.49 0.1605
H -0.23 -11.06 27.57 0.4832
O -1.80 -5.05 31.44 -0.9419
H -0.96 -4.93 31.88 0.4736
H -2.44 -5.07 32.14 0.4683
O 7.95 0.94 28.43 -0.9427
H 8.55 1.16 29.13 0.4707
H 7.21 1.54 28.54 0.4723
O 0.04 0.27 29.96 -0.9395
H -0.78 -0.10 29.63 0.4686
H 0.70 -0.39 29.76 0.4709
O 10.40 -1.56 25.86 -0.9440
H 9.66 -1.02 26.15 0.4740
H 10.99 -0.94 25.43 0.4700
O 1.87 -3.54 33.20 -0.9451
H 2.07 -3.43 32.27 0.4756
H 2.31 -2.81 33.63 0.4697
O 9.41 -5.90 27.37 -0.9416
H 9.07 -5.88 28.27 0.4682
H 9.80 -5.03 27.24 0.4735
O 3.74 -11.26 23.89 -0.9342
H 4.50 -10.72 24.11 0.4647
H 3.57 -11.76 24.69 0.4696
```

Results
* Kohn-Sham gap: 9.908 eV
* E_HOMO: -9.899 eV
* E_LUMO: 0.01 eV
* SMILES: NC(N)=O.OCCO.OCCO.O.O.O.O.O.O.O


[6]
The following is a DFT calculation (the ωB97M-V functional and the def2-TZVPD basis) of a 9-piece molecular cluster, C5H30N2O8 overall in a non-equilibrium geometry.

Structure (XYZ):
```
45
Properties=species:S:1:pos:R:3:nbo_charge:R:1
N 1.75 1.87 -0.69 -0.8770
C 1.03 2.11 -1.96 -0.2250
C -0.44 1.69 -1.82 -0.4174
C -0.89 0.23 -1.45 -0.4274
C -0.11 -0.71 -2.37 -0.4180
C -0.71 -2.12 -2.21 -0.2075
N -0.63 -2.67 -0.85 -0.9066
H 1.42 1.06 -0.15 0.3783
H 2.71 1.71 -0.96 0.3727
H 1.48 1.65 -2.87 0.1651
H 1.22 3.21 -2.18 0.1878
H -1.03 1.96 -2.71 0.2022
H -0.76 2.41 -1.03 0.2144
H -0.72 0.04 -0.38 0.2152
H -1.98 0.35 -1.64 0.2182
H -0.22 -0.49 -3.42 0.2041
H 0.94 -0.64 -2.18 0.2019
H -1.74 -2.15 -2.64 0.1739
H -0.01 -2.78 -2.74 0.1870
H -0.49 -3.67 -0.86 0.3720
H -1.36 -2.37 -0.23 0.4037
O -0.02 0.18 1.59 -0.9558
H -0.74 -0.42 1.33 0.4727
H 0.77 -0.39 1.56 0.4681
O -2.46 -2.11 1.07 -0.9951
H -3.11 -2.48 1.68 0.4872
H -2.67 -1.16 1.04 0.5105
O 1.34 -2.17 1.25 -1.0066
H 0.75 -2.02 0.48 0.5274
H 1.03 -2.81 1.89 0.5097
O -1.87 2.36 2.60 -0.9777
H -1.17 1.82 2.98 0.4929
H -1.40 2.98 2.01 0.5140
O 2.93 -0.14 1.92 -0.9518
H 2.71 -0.09 2.86 0.4656
H 2.20 -0.78 1.68 0.4559
O -3.08 0.64 1.00 -1.0258
H -3.99 0.73 0.70 0.4824
H -2.74 1.38 1.55 0.5230
O 3.99 -2.73 1.56 -0.9648
H 3.07 -2.71 1.24 0.4764
H 4.39 -1.97 1.13 0.4719
O -0.04 3.62 1.01 -0.9909
H 0.58 3.03 0.55 0.5135
H 0.08 4.51 0.66 0.4796
```

Results
* Kohn-Sham gap: 9.775 eV
* E_HOMO: -9.469 eV
* E_LUMO: 0.31 eV
* SMILES: NCCCCCN.O.O.O.O.O.O.O.O


Quick rundown of energy above the lowest of the compared OMol25 structures with the same formula, charge and spin, same order as above: 434.2; 326.2; 2.7; 225.0; 274.4; 196.1 kJ/mol